No. 1
Density functional theory data (wB97M-V/def2-TZVPD) for a molecular structure, C4H4ClN3 in a non-equilibrium geometry.

Results
DFT total energy   -21202.1007 eV
HOMO-LUMO gap   9.0684 eV
HOMO   -10.61 eV
Multiplicity   1
Lowest unoccupied orbital energy   -1.54 eV

Last column: Mulliken charge in e.
Geometry (Å):
1 C 1.5936 0.0630 0.6041  -0.37
2 C 0.2568 -0.4245 0.2256  0.30
3 C -1.5356 -1.3509 -0.4465  -0.01
4 C -0.6929 0.6379 -0.2553  0.70
5 H 1.8299 -0.3977 1.8252  0.31
6 H 1.3978 1.3974 0.7061  0.29
7 H -1.9809 -2.2836 -0.8715  0.35
8 H -1.3300 2.3389 -0.5082  0.31
9 N -0.2280 -1.5239 0.1606  -0.53
10 N -1.8167 -0.1128 -0.5695  -0.57
11 N -0.5062 1.9128 -0.2431  -0.59
12 Cl 3.0122 -0.2567 -0.6274  -0.18

No. 2
Density functional theory data (wB97M-V/def2-TZVPD) for a molecular structure, C8H9NO5V in a non-equilibrium geometry.

Results
Total charge   +2
⟨S²⟩   3.796
DFT total energy   -45834.9440 eV
HOMO-LUMO gap (alpha / beta)   7.7217 / 3.8922 eV
HOMO (alpha / beta)   -16.74 / -16.29 eV
Multiplicity   4
Lowest unoccupied orbital energy (alpha / beta)   -9.01 / -12.40 eV

Last column: Mulliken charge in e.
Geometry (Å):
1 V 0.2264 0.1655 -1.8717  -0.10
2 O 0.4185 2.4578 0.3274  -0.18
3 C 0.3497 1.7309 -0.5686  0.49
4 C 0.2501 -1.4624 -0.8447  0.38
5 O 0.2564 -2.2417 0.0039  -0.26
6 C 1.8607 0.1972 -0.7225  0.45
7 O 2.6432 0.1547 0.1221  -0.18
8 C -1.4498 0.3835 -0.9360  0.39
9 O -2.3307 0.4603 -0.1738  -0.25
10 C 0.3038 0.9209 -3.8890  -0.46
11 H -0.5826 1.5400 -4.1010  0.30
12 H 1.2489 1.4527 -4.0833  0.30
13 C 0.2358 -0.4795 -3.9285  -0.46
14 H 1.1174 -1.0882 -4.2005  0.33
15 H -0.6941 -1.0013 -4.2207  0.31
16 C 0.1303 0.2333 4.0090  -1.11
17 C -0.3910 -0.3084 2.7257  0.86
18 N -1.3299 -1.2253 2.5984  -0.22
19 O 0.1258 0.1140 1.6762  -0.12
20 H -0.2792 -0.1936 4.8868  0.44
21 H -0.0299 1.3184 4.0865  0.34
22 H 1.2191 0.0872 4.0883  0.34
23 H -1.4814 -1.5724 1.6701  0.17
24 H -1.8177 -1.6437 3.3460  0.25

No. 3
Density functional theory data (wB97M-V/def2-TZVPD) for a molecular structure, C38H58IrN3O2 in a non-equilibrium geometry.

Results
Total charge   +3
⟨S²⟩   1.064
DFT total energy   -51725.1838 eV
HOMO-LUMO gap (alpha / beta)   5.5900 / 5.9642 eV
HOMO (alpha / beta)   -16.61 / -17.11 eV
Multiplicity   2
Lowest unoccupied orbital energy (alpha / beta)   -11.02 / -11.14 eV

Last column: Mulliken charge in e.
Geometry (Å):
1 Ir 1.5203 -0.8022 -1.1994  1.10
2 C -3.1794 4.2956 -0.1689  -1.49
3 C -3.6802 3.2572 -1.1886  1.78
4 C -4.3410 3.9896 -2.3623  -2.12
5 C -4.7386 2.3455 -0.5086  -1.35
6 C -2.5707 2.3307 -1.6194  -1.06
7 C -1.7044 1.8059 -0.6608  -0.71
8 C -0.7262 0.9112 -1.0365  0.27
9 N 0.2137 0.3268 -0.2434  -0.23
10 C 0.3417 0.3023 1.1142  0.08
11 C -0.6148 0.6047 2.0577  -0.69
12 C -0.2891 0.5441 3.4140  -0.63
13 C 1.0641 0.2403 3.7940  -0.28
14 C 2.0442 -0.1557 2.9336  -1.00
15 C 1.6393 -0.2585 1.5393  1.41
16 O 2.3364 -0.8257 0.6495  -0.53
17 C 3.4753 -0.4178 3.3981  1.96
18 C 3.6131 -0.1713 4.9002  -2.17
19 C 3.9151 -1.8725 3.1154  -1.41
20 C 4.4047 0.5614 2.6499  -1.54
21 C -1.3130 0.8077 4.4806  1.61
22 C -0.8681 2.0322 5.3142  -1.61
23 C -2.7066 1.0695 3.9105  -1.83
24 C -1.3737 -0.4325 5.4046  -1.54
25 C -0.5656 0.5417 -2.4654  0.92
26 O 0.3845 -0.2419 -2.7586  -0.72
27 C -1.4522 1.0951 -3.4678  -0.45
28 C -2.4150 1.9406 -2.9971  0.50
29 C -1.2849 0.8112 -4.9604  1.94
30 C -2.3816 1.5042 -5.7718  -2.20
31 C -1.3610 -0.7008 -5.2702  -1.45
32 C 0.0829 1.3800 -5.4074  -1.45
33 H -4.0052 4.9535 0.0997  0.47
34 H -2.3816 4.9103 -0.5940  0.41
35 H -2.8145 3.8442 0.7569  0.23
36 H -5.0970 4.6725 -1.9773  0.46
37 H -4.8498 3.3076 -3.0476  0.41
38 H -3.6157 4.5858 -2.9234  0.47
39 H -5.5814 2.9662 -0.2007  0.45
40 H -4.3317 1.8493 0.3770  0.23
41 H -5.1066 1.5839 -1.2001  0.36
42 H -1.7812 2.1292 0.3643  1.03
43 H -1.6257 0.8314 1.7546  0.85
44 H 1.3147 0.3006 4.8422  0.62
45 H 3.0043 -0.8690 5.4827  0.43
46 H 3.3452 0.8536 5.1727  0.46
47 H 4.6531 -0.3202 5.1898  0.43
48 H 3.2267 -2.5885 3.5750  0.35
49 H 4.9063 -2.0284 3.5417  0.55
50 H 3.9763 -2.0746 2.0511  0.03
51 H 4.1378 1.5994 2.8688  0.37
52 H 4.3702 0.3954 1.5706  0.21
53 H 5.4317 0.4013 2.9821  0.48
54 H -0.7780 2.9230 4.6876  0.36
55 H 0.0868 1.8637 5.8160  0.35
56 H -1.6201 2.2243 6.0793  0.49
57 H -2.7399 1.9946 3.3256  0.32
58 H -3.4112 1.1853 4.7327  0.52
59 H -3.0619 0.2374 3.2947  0.42
60 H -0.4207 -0.6269 5.9009  0.36
61 H -1.6639 -1.3277 4.8467  0.32
62 H -2.1204 -0.2541 6.1796  0.47
63 H -3.0958 2.3673 -3.7163  0.59
64 H -3.3776 1.1760 -5.4610  0.49
65 H -2.2633 1.2408 -6.8221  0.43
66 H -2.3228 2.5938 -5.6998  0.45
67 H -2.3306 -1.1100 -4.9733  0.36
68 H -0.5731 -1.2649 -4.7777  0.19
69 H -1.2477 -0.8456 -6.3444  0.50
70 H 0.1608 2.4445 -5.1712  0.34
71 H 0.1848 1.2657 -6.4869  0.49
72 H 0.9070 0.8445 -4.9340  0.17
73 C -1.8750 -4.2229 -0.9367  -1.72
74 C -0.7787 -3.9625 0.0920  0.31
75 C -1.1919 -2.8337 1.0550  -1.06
76 C 0.5652 -3.6308 -0.4971  0.64
77 C 1.7434 -3.9020 0.2445  -0.35
78 C 2.9855 -3.5978 -0.2415  -0.74
79 C 3.1523 -2.9965 -1.5156  1.10
80 C 4.5264 -2.7895 -2.0748  -1.80
81 C 2.0028 -2.7335 -2.2780  -0.75
82 C 0.7090 -3.0515 -1.7628  -1.10
83 H -2.7734 -4.5685 -0.4271  0.43
84 H -1.5809 -4.9946 -1.6504  0.45
85 H -2.1436 -3.3173 -1.4897  0.30
86 H -0.6506 -4.8648 0.6948  0.68
87 H -1.4044 -1.9229 0.4819  0.02
88 H -0.4046 -2.6200 1.7853  0.24
89 H -2.0953 -3.1167 1.5957  0.60
90 H 1.6547 -4.3862 1.2116  0.52
91 H 3.8694 -3.8408 0.3381  0.54
92 H 4.9926 -3.7658 -2.2284  0.42
93 H 5.1647 -2.2503 -1.3711  0.38
94 H 4.5085 -2.2739 -3.0343  0.40
95 H 2.1179 -2.4990 -3.3303  0.60
96 H -0.1510 -2.9689 -2.4172  0.52
97 N 4.2492 0.6867 -1.2576  -0.49
98 N 2.9296 0.8835 -1.7427  -0.42
99 H 4.6953 1.5641 -1.0254  0.28
100 H 4.8026 0.1815 -1.9331  0.22
101 H 2.8878 1.0412 -2.7476  0.36
102 H 2.5351 1.6999 -1.2897  0.37